A 5-piece molecular cluster, C42H40F13N4O16 overall at a distorted geometry, computed with the ωB97M-V functional and the def2-TZVPD basis.

XYZ file:
```
115
Properties=species:S:1:pos:R:3:forces:R:3
C -5.6559 -2.7196 -1.0241 -0.32 1.87 -1.73
F -6.2151 -2.6613 1.4248 3.49 0.45 -3.26
C -7.4581 -6.9199 4.9607 0.40 -1.70 0.72
F -7.2807 -5.9266 -2.8336 1.65 4.75 0.25
F -8.8554 -4.3983 -4.2855 2.82 2.93 3.59
C 2.8828 4.7722 -0.0654 0.76 0.97 -0.49
H -2.9910 0.6227 0.2183 -0.56 -2.65 -0.39
H 1.6448 -0.4420 -4.8879 -2.04 -0.06 1.21
H 2.8743 -6.8253 -1.0566 0.73 2.01 0.93
C 0.6003 -0.3605 -4.3638 0.08 0.80 0.48
H 10.1389 3.1220 -1.3090 -0.03 0.05 -0.01
H 2.7132 6.0772 4.8281 0.01 0.03 0.02
C 3.5051 7.8420 3.9650 -0.05 -1.13 -1.19
C 2.8562 7.6805 6.3114 -0.40 -0.95 0.36
C -5.0492 -2.4856 0.4762 -1.06 -0.98 3.26
H 1.6418 -3.9150 -1.7869 1.83 0.03 -1.22
H 2.3124 -4.8238 -3.2995 0.55 1.67 1.82
N -2.0574 -3.2288 -4.9235 1.64 -1.41 1.01
H 10.2417 7.4918 -0.2370 -0.35 0.07 -0.06
O 2.4215 7.0273 7.2534 0.35 0.71 -0.58
F -9.0252 -3.2528 -2.2003 3.83 -1.09 -3.74
O 7.6689 2.4215 -1.9068 -0.26 1.81 0.39
C 9.8545 5.2475 -0.8703 1.16 -0.44 0.09
C -0.5099 -1.1043 -0.6601 4.22 -0.63 -1.77
C 7.0995 4.7724 -1.4731 -0.43 0.79 0.10
H 4.1477 -2.8393 -3.7104 -2.30 0.60 1.31
C 3.0214 2.6307 -1.2262 0.70 -0.27 -0.99
F -4.0506 -1.0543 2.2669 -1.30 -0.09 -4.22
H -1.6440 -0.6744 -4.8965 2.09 -1.28 -0.39
C 8.8397 6.3332 -0.7752 0.21 2.05 0.55
C 3.0678 -2.6642 -3.2334 0.37 -2.07 -0.61
O 1.4621 4.9913 1.9279 1.08 -0.79 -1.87
C 3.9149 9.2579 4.1736 0.41 1.11 -0.18
C 7.5553 6.1083 -1.0590 -0.47 -0.38 -0.17
C 2.6013 -4.0445 -2.4461 0.58 -0.73 -0.67
O 1.6993 0.8747 -0.3874 0.51 1.19 0.08
H -1.9993 -4.2848 -5.0400 -0.46 1.65 0.11
F -5.4249 0.1154 0.7228 2.61 -3.96 0.03
C -4.4495 -1.0123 0.8071 1.05 2.29 1.94
H -6.0796 -8.1763 4.6155 -0.33 0.01 0.26
O -6.8530 -8.1361 5.2194 -0.22 1.76 -0.90
H 3.7115 -1.6629 -1.4727 -1.28 0.47 -1.18
H 6.8075 6.8888 -0.9962 0.04 -0.05 -0.02
C -0.5968 -1.1605 -5.1539 0.76 0.03 -0.80
N 3.0918 -1.4332 -2.3068 0.50 -1.78 -0.46
H 1.8876 5.8638 1.7801 -0.01 -0.16 0.16
C -8.5948 -4.3898 4.2796 -0.47 1.73 -0.75
C 1.9313 4.1772 0.9134 -1.04 1.05 1.89
O 11.0305 5.4889 -0.6216 -1.08 0.07 -0.14
H -0.0114 -3.2943 -5.8621 -1.26 1.01 1.74
O -5.8245 -6.4154 3.3446 -0.64 0.00 0.50
H 2.3374 -2.5405 -4.1418 1.38 0.33 1.95
C 3.8324 -4.7152 -1.5793 -0.57 -0.55 -0.05
H 4.4251 -3.8854 -0.9755 -1.13 -1.72 -1.26
C 1.5430 2.9042 0.8167 0.00 -0.65 -0.37
F -7.6140 -2.3760 -4.0048 -1.60 -4.06 2.92
F -5.0763 -5.2480 -1.1776 -3.32 3.72 -0.45
C 9.3940 3.9060 -1.2611 0.18 0.18 0.07
C -8.5545 -6.5424 5.6210 -0.25 0.26 0.05
H -1.5410 -0.3676 -2.6133 1.34 -0.46 0.72
H -2.3460 -3.1212 -3.9059 0.33 -0.13 -1.65
H 4.0212 10.8735 5.6468 -0.01 -0.07 -0.02
C -7.4964 -4.7659 3.6218 0.31 -0.28 -0.08
C 0.6669 -0.7663 -2.7778 -1.05 0.01 0.97
H -1.3155 -0.5816 1.4296 -0.81 -1.72 -1.98
F -4.0441 -3.4881 0.9178 -3.08 3.12 -1.96
F -5.7434 -4.4776 -3.9223 -3.44 0.37 3.94
C 2.0490 2.0437 -0.2639 -0.29 0.24 0.66
H 4.2818 -6.2380 0.0569 -2.11 0.67 -1.06
O 9.2752 7.5856 -0.3828 0.06 -2.14 -0.53
C -1.7035 -1.2247 0.5049 1.24 0.46 -0.15
H 1.6759 -1.8718 0.4112 -1.42 1.19 -2.56
C -6.1950 -4.2416 -1.3334 -0.13 -3.35 1.31
O -9.2161 -3.1861 4.0014 0.32 -1.77 0.91
C 1.0992 -1.4640 -0.5502 -3.59 0.10 -1.41
H -7.0486 -4.1508 2.8515 -0.06 -0.10 0.12
O 3.2066 5.9501 0.0381 -0.50 -1.06 0.09
O 3.5123 1.8089 -2.2241 -1.02 0.20 1.32
C -6.7869 -4.4964 -2.8324 0.17 -3.31 -1.91
H 6.7033 2.5166 -2.0585 0.40 -0.05 0.02
F -7.2539 -4.7175 -0.3768 3.56 2.12 -3.12
C 3.0130 7.1083 4.9651 -0.07 -0.02 0.24
O 3.0667 9.6438 7.7747 -0.04 -1.45 -1.49
C 3.2404 9.1050 6.5131 -0.05 1.19 1.56
H 2.6966 8.9161 8.3204 0.15 0.31 -0.19
C 3.7358 9.8375 5.5137 0.11 0.00 -0.41
C -8.0699 -3.5922 -3.2774 -2.89 0.85 -2.61
C -3.1100 -0.5474 0.0042 0.96 1.17 -0.15
C 3.4072 3.9046 -1.1317 -0.41 0.16 -0.10
C 3.3112 -5.8800 -0.5176 1.03 0.13 0.04
H 2.5494 -5.4741 0.2739 1.40 -0.71 -1.62
O 5.9288 4.5387 -1.7544 1.44 -0.10 -0.06
H 0.8502 2.4594 1.5200 0.04 0.05 -0.02
H -0.4211 -0.9525 -6.3160 -0.48 -0.28 2.60
H 0.3086 0.7971 -4.3951 0.78 -2.47 0.19
F -4.6693 -2.4273 -2.1316 -2.71 -0.94 3.62
C -6.8429 -6.0493 3.9217 0.58 0.38 -0.73
C 8.1090 3.6805 -1.5415 0.00 -1.72 -0.38
H -0.1134 -3.1707 -3.9616 -0.25 1.12 -1.85
H 4.1117 4.3448 -1.8257 -0.49 -0.10 0.20
H 4.0283 8.0373 2.1522 -0.14 -0.29 0.14
H -1.7583 -2.3604 0.7739 -0.11 2.26 -0.43
N 1.7869 -1.2432 -1.8817 -8.93 1.27 1.08
C -0.5810 -2.7893 -4.9689 -0.50 0.29 0.49
H -9.9860 -3.1433 4.6095 0.29 -0.01 -0.22
H -9.0110 -7.1644 6.3803 0.02 0.04 -0.04
H -3.1448 -0.6415 -1.1601 -0.70 -0.12 2.28
O -10.1933 -4.8672 5.9387 0.76 -0.01 -0.65
C -9.1946 -5.2482 5.3384 -0.74 -0.36 0.84
N -0.6811 -0.6717 -2.1000 5.88 -1.90 2.33
H 4.5514 -5.2623 -2.3472 -1.32 1.41 1.68
O 4.3812 9.9014 3.2394 -0.40 -0.79 0.45
O 3.6525 7.3114 2.6966 0.01 1.26 1.29
H 3.0821 0.9379 -2.0800 0.34 0.35 -0.18
F -6.7220 -1.6622 -1.1996 3.42 -3.87 0.60
```
Forces are in eV/Å.

Summary:
2S+1	1
electronic energy	-118225.913	eV
E_LUMO	-3.848	eV
net charge	+1
orbital gap	7.214	eV


C42H40GeN5ORh as an isolated structure at a distorted geometry, computed with the ωB97M-V functional and the def2-TZVPD basis.

XYZ file:
```
90
Properties=species:S:1:pos:R:3:forces:R:3
N -1.4225 -2.1052 -1.1554 0.50 1.22 1.12
C 2.3044 -1.8785 1.8464 -0.98 0.73 -0.85
H -3.2380 -1.4458 5.5323 -0.09 -0.03 0.08
C 4.0682 -4.0509 1.7729 0.04 -0.02 0.00
C 2.3147 -2.0303 -1.5863 0.47 -0.32 0.51
N 1.0158 1.6473 -1.5044 -1.21 -0.70 1.14
H 2.3094 -5.2635 1.6604 -0.04 -0.14 0.01
C -3.6483 4.4243 0.0162 -0.12 -0.08 0.26
H 0.2990 4.4811 2.4115 -0.08 0.10 0.01
C 2.9454 1.6953 2.5467 0.22 -0.24 0.06
C 1.2107 -1.1705 -3.4050 -0.14 -0.02 -0.55
C -4.0383 3.1406 1.9778 -0.06 0.28 -0.21
C -3.2477 -4.1866 -0.8879 0.16 0.13 0.13
C -0.1849 -1.0524 4.1412 -0.04 -0.01 -0.01
H -0.0051 -0.2937 -4.9499 0.02 0.05 0.07
H -1.7886 2.0811 -2.5913 0.09 -0.11 -0.04
C 0.3680 -0.0464 -3.9492 0.22 -0.18 0.01
H -0.3087 2.1698 1.8179 -0.11 0.04 -0.02
C -0.5659 -0.8235 2.8282 0.94 0.29 -1.28
H -3.8236 5.2820 -0.6107 0.04 0.12 -0.08
C 2.4931 3.4512 -1.0307 -0.10 0.01 -0.22
C 2.7793 -2.9527 -3.7263 -0.04 0.09 0.22
H -2.7588 0.1028 -2.7011 0.09 0.08 -0.11
C -4.3379 4.2566 1.2089 0.20 -0.20 -0.04
C 3.6788 -1.6883 1.9119 0.13 0.31 -0.01
H 1.0539 0.8031 -4.0593 -0.15 -0.12 -0.06
H 3.7055 0.9352 2.6254 0.01 0.02 0.01
H 5.6155 -2.5859 1.9863 0.10 0.01 -0.05
H 3.8176 -3.5114 -1.9201 -0.03 -0.13 0.11
C 1.8465 -2.0712 -4.2512 0.04 0.18 0.18
Ge 0.9388 -0.3976 1.5013 -0.30 -0.29 1.65
C 0.6183 3.7845 -2.4691 0.07 -0.26 0.05
C 1.0463 3.7023 2.4430 -0.13 0.10 -0.02
C 3.0511 -2.9008 -2.3677 -0.08 0.14 -0.29
C -2.0149 -0.2278 -3.4337 -0.44 -0.15 -0.35
C -2.8746 -1.0519 3.4595 -0.11 0.01 -0.08
H 4.3041 3.2179 3.1744 0.11 0.03 0.05
N -0.7256 0.3565 -3.0575 -0.26 -0.06 0.31
H -3.9207 -1.0457 3.1847 -0.10 -0.06 0.04
C -2.1913 -2.4586 -2.1889 -0.30 -0.07 -0.49
C 4.5543 -2.7623 1.8969 0.08 0.02 0.07
C -0.8390 1.8117 -3.0581 -0.16 0.38 0.03
C 3.2934 2.9963 2.8696 0.01 0.06 0.04
C -3.1285 2.2138 1.5190 -0.10 -0.22 0.26
C 1.6498 1.3827 2.1646 -0.71 -0.81 -0.96
C -2.4250 -3.8278 0.1692 -0.01 -0.03 -0.20
H -2.2129 -0.6882 1.4542 -0.02 0.09 0.08
H 2.4685 -1.9979 -0.5176 -0.03 -0.06 0.00
H -0.8768 -2.4984 0.7905 -0.12 0.00 -0.08
C 0.7052 2.4036 2.1152 -0.05 -0.02 0.03
H 2.6713 1.4314 -0.3179 -0.02 0.08 0.09
H 3.2929 -3.6557 -4.3626 0.06 -0.05 -0.10
H 3.3923 3.7944 -0.5479 0.07 0.01 0.13
C 1.7172 4.3045 -1.8033 0.05 -0.26 0.03
H -2.3103 0.1609 -4.4215 0.00 0.00 0.12
C 2.3478 4.0037 2.8072 0.03 0.12 0.03
N 1.4147 -1.1948 -2.0880 -1.62 0.47 1.24
C -1.1495 -1.2764 5.1094 0.13 -0.07 0.11
H 1.6361 -2.0635 -5.3105 -0.05 0.07 -0.06
H -3.7287 -3.7631 -2.9241 -0.01 0.03 -0.17
C -1.5315 -2.7920 -0.0179 -0.03 -0.56 0.57
C 2.0954 2.1335 -0.9043 0.58 0.02 0.24
H -0.8581 2.2063 -4.0866 -0.01 -0.04 0.12
H -4.5201 2.9714 2.9277 0.01 -0.04 0.08
H 0.0235 4.3997 -3.1273 -0.05 0.04 -0.09
H 1.9864 5.3422 -1.9208 0.03 0.12 0.02
H -1.1430 -2.1260 -3.9983 -0.01 -0.07 -0.12
H -2.8710 1.3256 2.0785 0.04 0.01 -0.15
H -2.4774 -4.3319 1.1201 0.04 -0.02 0.12
C -2.4924 -1.2748 4.7722 -0.07 0.05 0.03
H 2.6230 5.0177 3.0529 0.01 0.11 0.05
C 0.3019 2.4430 -2.3007 -0.26 0.33 -0.41
Rh -0.2330 -0.1617 -0.8246 3.09 -0.05 -2.59
C -2.0436 -1.7528 -3.5084 0.07 0.25 0.19
H 4.7486 -4.8858 1.7164 0.07 -0.11 0.05
H -3.9754 -4.9784 -0.7811 -0.01 -0.03 -0.03
O -1.7784 1.4076 -0.1484 0.75 -0.85 -0.86
C 1.8297 -3.1869 1.7791 -0.17 0.01 -0.02
C -1.9103 -0.8329 2.4869 -0.02 -0.07 -0.01
C 2.7004 -4.2607 1.7307 -0.10 -0.14 0.05
H 4.0927 -0.6951 1.9850 0.05 -0.04 -0.13
H -2.1730 3.5940 -1.3056 0.01 -0.20 0.09
H -0.8409 -1.4611 6.1264 -0.03 -0.01 0.14
N -2.5271 2.3519 0.3204 -0.44 0.43 0.65
C -2.7387 3.4770 -0.3939 0.03 0.15 -0.27
C -3.1116 -3.5011 -2.0808 0.20 0.13 0.16
H 0.8617 -1.0646 4.4092 0.12 0.02 0.08
H 0.7639 -3.3758 1.7574 -0.04 -0.04 0.01
H -5.0743 4.9758 1.5275 -0.05 0.08 0.06
H -2.8892 -2.0319 -4.1373 0.09 -0.03 -0.01
```
Forces are in eV/Å.

Summary:
2S+1	1
electronic energy	-113210.508	eV
E_LUMO (alpha / beta)	-6.301 / -6.302	eV
net charge	+2
orbital gap (alpha / beta)	7.003 / 7.002	eV